{"formula": "C6H14N4", "method": "the ωB97M-V functional and the def2-TZVPD basis", "species": ["C", "C", "N", "C", "C", "H", "H", "H", "H", "H", "H", "H", "H", "H", "C", "N", "C", "N", "N", "H", "H", "H", "H", "H"], "xyz": [[2.99, 0.46, -0.49], [1.17, 0.59, 1.15], [1.61, 0.89, -0.21], [0.69, 0.72, -1.24], [0.33, 1.64, -2.13], [0.28, -0.28, -1.29], [3.60, 0.46, 0.42], [3.45, 1.14, -1.20], [3.00, -0.55, -0.91], [1.98, 0.74, 1.88], [0.80, -0.43, 1.24], [0.36, 1.28, 1.44], [0.74, 2.65, -2.09], [-0.39, 1.41, -2.91], [-2.38, -0.89, 1.06], [-2.63, 0.13, 0.18], [-1.58, -2.09, 0.58], [-2.76, -0.88, 2.28], [-1.26, -2.19, -0.67], [-2.60, 1.06, 0.58], [-2.06, 0.06, -0.66], [-3.32, -0.04, 2.44], [-0.72, -3.06, -0.80], [-1.29, -2.81, 1.36]], "homo_lumo_gap_ev": 8.762, "smiles": "[H]/N=C(N)/C=N/[H].C=CN(C)C", "largest_force_ev_per_a": 2.94, "e_tot_ev": -12407.60103, "relative_energy_kcal_mol": 42.7}


{"formula": "C13H28F2N6O12", "method": "the ωB97M-V functional and the def2-TZVPD basis", "species": ["O", "H", "H", "H", "O", "H", "H", "H", "C", "C", "C", "O", "C", "C", "C", "O", "O", "O", "H", "H", "F", "F", "C", "C", "O", "C", "O", "O", "C", "H", "H", "H", "H", "H", "H", "H", "H", "C", "O", "N", "N", "H", "H", "H", "H", "C", "O", "N", "N", "H", "H", "H", "H", "C", "O", "N", "N", "H", "H", "H", "H"], "xyz": [[2.78, 2.08, -1.83], [1.83, 2.05, -1.89], [3.09, 1.67, -1.02], [3.19, 2.95, -1.86], [-0.48, 0.28, -0.32], [-0.95, 0.59, 0.46], [-0.30, 1.04, -0.88], [0.34, -0.15, -0.05], [2.89, -1.81, 1.76], [3.29, -1.70, 3.05], [3.32, -0.33, 3.76], [3.45, -0.18, 5.05], [3.13, 0.87, 3.13], [2.74, 0.79, 1.72], [2.43, -0.69, 1.08], [1.78, -0.78, 0.04], [2.70, 1.71, 0.88], [3.68, -2.77, 3.54], [2.96, -2.77, 1.27], [3.09, 1.79, 3.69], [0.05, 2.22, -2.13], [-1.37, 1.79, 1.77], [-0.52, -1.88, 2.96], [-0.39, -3.06, 1.93], [-1.59, -3.76, 1.82], [-2.42, -3.50, 0.80], [-2.33, -2.63, -0.05], [-3.46, -4.28, 0.92], [-4.53, -4.32, -0.01], [-1.41, -1.30, 2.72], [0.35, -1.22, 2.96], [-0.52, -2.29, 3.97], [0.42, -3.77, 2.09], [-0.25, -2.61, 0.94], [-5.38, -4.40, 0.67], [-4.33, -5.15, -0.69], [-4.59, -3.37, -0.53], [-3.45, 2.14, -3.00], [-4.65, 2.05, -3.05], [-2.61, 1.24, -3.43], [-2.74, 3.16, -2.57], [-1.67, 1.59, -3.30], [-2.77, 0.46, -4.05], [-1.76, 3.08, -2.37], [-3.33, 3.86, -2.15], [-0.20, 5.43, -0.72], [0.29, 5.58, -1.85], [-0.05, 4.35, -0.03], [-0.59, 6.39, 0.00], [-0.65, 4.23, 0.78], [0.24, 3.53, -0.54], [-0.58, 7.30, -0.44], [-0.83, 6.24, 0.97], [1.61, -3.08, -2.30], [1.79, -4.02, -3.08], [0.76, -3.10, -1.44], [2.27, -1.95, -2.36], [0.20, -3.93, -1.42], [0.92, -2.48, -0.65], [2.90, -1.88, -3.14], [2.20, -1.31, -1.58]], "homo_lumo_gap_ev": 5.761, "total_charge": -2, "largest_force_ev_per_a": 10.68, "e_tot_ev": -52881.44907}


{"formula": "C4H6N4", "method": "the ωB97M-V functional and the def2-TZVPD basis", "species": ["C", "C", "C", "C", "H", "H", "H", "H", "H", "H", "N", "N", "N", "N"], "xyz": [[-1.40, 1.14, -0.06], [0.07, 0.61, 0.20], [1.27, -1.06, -0.15], [-0.15, -0.67, -0.43], [-1.34, -1.34, 1.22], [-1.31, 2.15, -0.64], [0.40, 0.12, 1.21], [1.69, 1.79, 0.51], [1.60, -2.15, -0.09], [-0.46, -0.67, -1.41], [-1.47, -1.11, 0.06], [-2.19, 0.17, -0.17], [1.26, 1.04, -0.22], [2.03, -0.02, -0.04]], "homo_lumo_gap_ev": 10.241, "smiles": "C1=NN[C@H]2C=NN[C@H]12", "largest_force_ev_per_a": 8.16, "e_tot_ev": -10198.94512, "relative_energy_kcal_mol": 161.3}